{"formula": "C55H120N8O8", "method": "ωB97M-V with the def2-TZVPD basis set", "homo_energy_ha": -0.3135, "smiles": "CC1(C)CCCC(C)(C)N1O.CC1(C)CCCC(C)(C)N1O.CC1(C)CCCC(C)(C)N1O.CC1(C)CCCC(C)(C)N1O.CC1(C)CCCC(C)(C)N1O.CC1(C)CCCC(C)(C)N1O.NC(N)=O.O", "e_lumo_ev": 0.4, "molar_mass_da": 1021.61, "elements": ["H", "H", "H", "H", "H", "H", "C", "H", "N", "H", "H", "H", "O", "C", "H", "H", "C", "H", "H", "H", "C", "H", "H", "H", "H", "H", "C", "H", "C", "H", "H", "H", "H", "C", "H", "H", "H", "H", "H", "H", "H", "H", "C", "H", "H", "H", "C", "O", "C", "H", "H", "H", "H", "H", "H", "C", "H", "O", "C", "H", "H", "H", "N", "N", "C", "C", "H", "C", "H", "H", "C", "C", "C", "C", "C", "C", "C", "C", "H", "H", "C", "H", "H", "H", "H", "C", "H", "H", "H", "H", "H", "H", "H", "H", "N", "H", "H", "C", "H", "C", "H", "H", "H", "H", "H", "C", "C", "O", "H", "H", "C", "H", "H", "H", "H", "H", "H", "H", "C", "H", "H", "C", "C", "C", "H", "H", "H", "H", "N", "H", "C", "O", "H", "C", "H", "C", "H", "H", "H", "H", "N", "H", "H", "H", "C", "O", "H", "C", "C", "H", "H", "H", "H", "H", "C", "H", "N", "O", "H", "C", "H", "H", "C", "C", "H", "C", "H", "O", "C", "C", "H", "C", "C", "C", "C", "H", "H", "N", "C", "C", "H", "H", "H", "H", "H", "H", "H", "H", "C", "H", "C"], "positions_angstrom": [[7.996, 18.584, 13.157], [11.895, 20.654, 22.434], [9.426, 20.223, 21.740], [17.321, 8.231, 21.074], [12.653, 13.586, 11.635], [14.426, 16.249, 9.309], [16.607, 17.809, 9.938], [10.078, 19.919, 13.400], [13.287, 16.976, 17.346], [11.267, 17.334, 14.362], [14.912, 13.978, 14.548], [18.561, 20.238, 23.913], [10.459, 18.255, 16.770], [17.061, 18.700, 23.975], [16.328, 15.286, 13.553], [12.936, 19.312, 17.346], [12.720, 22.598, 18.370], [15.575, 12.724, 12.526], [17.322, 18.717, 12.528], [9.108, 19.882, 20.049], [13.137, 16.412, 18.527], [16.743, 14.590, 11.425], [18.537, 16.972, 12.178], [14.941, 17.864, 26.005], [8.153, 16.649, 18.893], [17.141, 10.196, 18.737], [13.588, 12.679, 13.422], [13.587, 16.862, 25.522], [14.751, 17.185, 14.212], [18.110, 12.808, 19.641], [14.292, 16.195, 14.298], [17.598, 18.075, 10.280], [11.327, 23.011, 20.850], [7.935, 18.357, 14.215], [15.559, 8.414, 21.368], [12.282, 19.358, 21.284], [15.340, 15.301, 23.414], [12.899, 18.120, 23.470], [14.420, 11.533, 11.793], [17.842, 15.440, 10.257], [11.492, 17.384, 18.493], [10.158, 21.702, 18.523], [15.609, 12.519, 18.899], [10.135, 12.907, 13.221], [10.233, 15.927, 16.786], [17.069, 17.667, 25.898], [15.798, 16.231, 23.167], [17.581, 10.404, 19.553], [7.052, 17.052, 16.028], [14.119, 12.117, 20.968], [16.907, 19.429, 26.023], [8.912, 15.211, 15.750], [15.964, 15.445, 8.776], [13.560, 22.791, 17.683], [17.815, 12.948, 21.410], [9.141, 15.718, 16.708], [11.833, 22.984, 17.841], [12.042, 11.067, 12.556], [16.152, 12.167, 20.268], [15.964, 18.685, 10.077], [12.851, 11.481, 16.264], [13.359, 17.015, 11.562], [9.208, 18.203, 16.169], [11.910, 16.695, 19.060], [17.910, 16.089, 12.382], [17.775, 17.602, 23.198], [18.833, 17.648, 23.425], [15.067, 12.566, 21.261], [10.676, 13.994, 14.380], [13.681, 19.579, 19.574], [16.727, 10.215, 21.723], [14.714, 12.043, 12.701], [13.784, 20.664, 19.579], [10.991, 20.835, 20.486], [12.953, 20.393, 17.274], [12.697, 21.101, 18.594], [17.174, 15.571, 11.134], [12.134, 20.442, 21.382], [15.409, 13.597, 18.913], [16.339, 12.334, 18.101], [13.139, 13.889, 12.556], [6.473, 17.942, 16.245], [9.776, 16.385, 13.973], [17.146, 14.084, 20.389], [10.764, 19.833, 15.002], [17.337, 18.615, 25.444], [16.965, 20.933, 23.741], [12.484, 17.357, 16.876], [17.246, 16.486, 14.501], [18.658, 15.356, 12.723], [9.156, 20.547, 14.791], [15.057, 11.206, 13.307], [16.592, 17.677, 8.851], [10.262, 17.673, 12.964], [15.579, 18.593, 23.572], [15.702, 19.307, 12.341], [6.513, 16.159, 16.354], [10.418, 12.943, 14.274], [14.780, 20.873, 19.179], [16.337, 18.747, 13.030], [8.740, 15.065, 17.463], [10.059, 10.489, 14.309], [6.153, 17.089, 13.999], [8.751, 18.282, 18.557], [10.320, 18.935, 17.423], [12.213, 12.386, 15.986], [16.061, 16.494, 10.682], [14.142, 17.566, 11.408], [14.707, 10.165, 22.204], [17.651, 19.984, 22.378], [16.556, 8.724, 21.719], [13.502, 13.930, 16.740], [14.254, 20.683, 21.648], [14.163, 16.757, 16.850], [13.885, 20.666, 16.763], [14.480, 12.300, 23.271], [7.455, 19.254, 14.582], [10.212, 18.881, 20.925], [15.611, 10.656, 22.614], [16.153, 12.774, 23.096], [14.744, 12.365, 15.194], [7.145, 17.081, 14.518], [10.881, 10.646, 15.017], [15.804, 17.310, 13.112], [13.117, 16.383, 23.014], [9.754, 22.731, 20.069], [16.801, 8.393, 22.753], [15.301, 17.370, 15.145], [15.200, 16.760, 11.856], [11.618, 16.479, 19.997], [18.170, 10.506, 22.236], [13.999, 15.764, 19.071], [13.919, 17.873, 14.097], [14.166, 13.183, 14.739], [11.647, 11.765, 12.038], [9.835, 19.765, 14.455], [10.030, 22.324, 21.767], [13.481, 22.177, 21.228], [14.679, 11.983, 18.726], [7.579, 16.199, 14.030], [12.609, 11.655, 13.717], [15.788, 10.155, 23.572], [16.418, 19.288, 13.990], [12.126, 20.707, 16.631], [10.250, 17.382, 13.999], [16.313, 17.532, 19.868], [17.751, 15.465, 22.917], [17.561, 20.064, 23.478], [11.555, 11.980, 14.702], [7.092, 17.868, 18.224], [14.948, 14.719, 10.066], [12.461, 14.546, 13.124], [15.731, 16.369, 22.062], [17.548, 15.998, 24.502], [8.417, 17.106, 16.733], [14.001, 14.537, 12.329], [11.439, 20.504, 19.100], [10.381, 20.820, 18.169], [15.218, 16.148, 25.702], [15.371, 12.117, 22.678], [11.529, 12.562, 16.818], [11.546, 9.779, 15.042], [13.637, 17.355, 23.136], [9.861, 19.908, 20.810], [14.342, 19.968, 23.686], [15.314, 15.678, 9.636], [15.415, 17.280, 19.668], [14.876, 19.533, 24.333], [14.657, 17.012, 25.378], [9.354, 18.372, 14.737], [17.649, 17.903, 22.154], [8.119, 17.470, 18.179], [13.468, 21.115, 21.020], [17.391, 13.011, 20.417], [13.119, 13.553, 15.775], [12.849, 23.234, 19.247], [14.966, 13.663, 21.153], [16.404, 10.696, 20.313], [10.477, 22.342, 20.766], [14.937, 17.266, 23.867], [18.370, 9.848, 23.116], [18.836, 10.237, 21.404], [9.545, 12.713, 14.882], [18.345, 11.532, 22.600], [18.426, 18.703, 25.510], [12.484, 14.366, 15.386], [13.905, 17.598, 22.102], [10.398, 10.754, 15.991], [17.237, 16.222, 23.471], [16.275, 17.989, 20.717], [16.878, 16.246, 13.497]], "mulliken_charge": [0.464, 0.602, 0.575, 0.346, 0.805, 0.452, -1.674, 0.449, 1.198, 0.045, -0.361, 0.421, 1.641, 1.522, -0.052, 0.194, -1.868, 0.208, 0.301, 0.475, -0.468, 0.074, 0.375, 0.288, 0.353, 0.381, 2.050, 0.446, -2.411, 0.374, 0.250, 0.303, 0.384, -1.984, 0.427, -0.029, 0.609, 0.523, 0.378, 0.416, -0.433, 0.387, -2.751, 0.274, -0.009, 0.422, -0.722, -0.518, -1.556, 0.548, 0.363, 0.039, 0.510, 0.444, 0.200, -1.665, 0.326, -0.508, 2.808, 0.281, 0.342, 0.328, -0.537, 0.503, -1.012, -1.382, 0.504, -0.979, -0.182, 0.039, 1.740, -1.999, -1.430, 1.556, -1.914, 2.264, -1.005, -1.460, 0.151, 0.555, -0.127, 0.490, 0.133, 0.294, 0.303, -2.044, 0.352, -0.458, 0.553, 0.454, 0.458, 0.555, 0.463, 0.703, 1.153, 0.343, 0.373, -1.163, 0.545, -1.775, 0.723, 0.402, 0.409, 0.255, -0.560, -1.959, 1.470, -0.655, 0.413, 0.331, -1.871, 0.002, 0.083, -0.143, 0.553, 0.456, 0.470, 0.283, -1.716, 0.095, 0.721, -0.417, -2.101, 1.939, 0.558, 0.367, 0.411, 0.587, 1.155, 0.299, -1.422, -0.664, 0.507, -1.469, 0.402, -2.018, 0.450, 0.438, 0.681, 0.286, 0.122, 0.479, 0.388, 0.482, -1.582, -0.737, 0.407, -1.889, 2.181, 0.491, 0.253, -0.532, -0.499, 0.340, 2.251, -0.509, 1.090, -0.578, 0.349, -0.274, 0.384, 0.397, -2.169, -2.141, 0.286, -1.968, 0.285, -0.670, -1.800, 2.054, 0.225, -2.063, -0.600, -1.504, 1.633, 0.329, -0.273, -0.103, -1.520, 2.234, 0.433, 0.405, 0.532, 0.217, 0.501, -0.867, 0.232, 0.449, -0.719, 0.196, -0.987]}